1.
Formula: C7H12N3
Source: the OMol25 dataset
Level of theory: ωB97M-V/def2-TZVPD

XYZ file:
```
22
C7H12N3 ωB97M-V/def2-TZVPD
C -2.1484 0.8597 -1.2343
C -1.5282 0.3472 -2.4064
C -1.4796 0.7180 -0.0161
C -0.4299 -0.3582 -2.2984
C -0.1838 0.1173 0.0907
C 0.0022 0.9677 2.2843
C 1.8274 -0.3920 1.3732
N 0.1768 -0.5342 -1.1045
N 1.2254 -1.4761 -0.9268
N 0.5718 0.2904 1.1736
H -3.0650 1.3393 -1.4128
H -2.0883 0.3146 -3.3887
H -1.9157 1.1447 0.9498
H 0.0915 -0.7991 -3.1810
H 0.6658 1.7315 2.7904
H -0.9260 1.5199 2.2029
H 0.0519 0.1329 3.1644
H 2.1627 -0.4636 2.5104
H 1.7487 -1.4626 0.9178
H 2.6281 0.1434 0.9102
H 1.7660 -1.8103 -1.8215
H 0.8464 -2.3302 -0.5772
```

**Multiplicity**: 3
**Net charge**: +1
**Orbital gap (spin up / spin down)**: 6.6 / 6.5 eV
**Energy relative to the best compared isomer or geometry (same formula, charge and spin)**: 26.2 kcal/mol
**<S²>**: 2.014
**Energy**: -11911.4898 eV
**LUMO level (spin up / spin down)**: -2.919 / -6.969 eV

---

2.
Formula: C7H12N3O
Source: the OMol25 dataset
Level of theory: ωB97M-V/def2-TZVPD

XYZ file:
```
23
C7H12N3O ωB97M-V/def2-TZVPD
C 1.1152 -0.7334 0.4576
C 0.7249 1.5548 0.3531
C 1.4748 -1.9857 0.5484
C -2.1239 0.5926 -0.6355
C -1.7206 1.6114 0.4380
C -1.6017 -0.7294 -0.0587
C 2.8821 0.7366 -0.4583
N 1.5890 0.4868 0.1555
N -0.4660 1.0783 0.9401
N -0.5384 -0.3183 0.9035
O 0.9433 2.6924 0.0863
H 0.7880 -2.7731 0.7961
H 2.4986 -2.2800 0.3887
H -3.1996 0.5660 -0.7840
H -1.6426 0.8228 -1.5870
H -1.5554 2.6203 0.0609
H -2.4409 1.6449 1.2583
H -2.3836 -1.2635 0.4800
H -1.1796 -1.3870 -0.8196
H 3.4675 -0.1772 -0.4786
H 2.7508 1.1199 -1.4713
H 3.3988 1.4993 0.1245
H -0.6668 -0.7396 1.8286
```

**Net charge**: +1
**Orbital gap**: 10.4 eV
**SMILES string**: C=C1N(C)C(=O)N2CCC[N@@H+]12
**Energy relative to the best compared isomer or geometry (same formula, charge and spin)**: 42.4 kcal/mol
**Energy**: -13963.4347 eV
**LUMO level**: -3.046 eV

---

The highest energy belongs to which entry? C7H12N3